Here is a molecular structure, C34H45ClO6P2RbSi from OMol25. Energies are from wB97M-V/def2-TZVPD.

Output
Energy relative to the best compared isomer or geometry (same formula, charge and spin)   6.6 kcal per mole
Total charge   -1
HOMO-LUMO gap   2.56 eV
LUMO level   0.05598 Eh

Last column: Mulliken charge in e.
Atoms and positions in Å:
Rb1 1.26 -0.35 1.99  0.132
O1 -0.43 0.31 4.84  -0.576
Cl1 -0.62 1.44 3.96  1.503
O2 -1.57 2.32 4.55  -0.681
O3 -1.04 0.97 2.59  -0.539
O4 0.68 2.09 3.64  -0.559
C1 4.55 -0.99 -0.39  -0.742
O5 3.98 -1.19 0.93  -0.115
C2 4.20 -2.51 1.41  -0.618
C3 4.20 -2.48 2.96  -0.542
O6 2.97 -1.91 3.42  -0.092
C4 2.64 -2.26 4.81  -0.697
H1 3.93 -1.54 -1.21  0.226
H2 5.60 -1.40 -0.39  0.339
H3 4.64 0.10 -0.55  0.243
H4 5.15 -2.91 1.01  0.386
H5 3.43 -3.23 1.04  0.267
H6 5.09 -1.97 3.29  0.311
H7 4.31 -3.53 3.37  0.351
H8 3.06 -1.51 5.50  0.230
H9 3.05 -3.27 5.05  0.348
H10 1.51 -2.34 4.87  0.168
C5 -3.14 -0.35 -1.42  -1.250
C6 -2.78 -0.93 -0.05  -0.534
P1 -1.70 -2.47 0.03  0.359
C7 -2.47 -3.76 -0.98  0.069
C8 -1.68 -4.57 -1.83  -0.276
C9 -2.29 -5.36 -2.82  -0.525
C10 -3.69 -5.41 -2.86  -0.373
C11 -4.46 -4.70 -1.94  -0.742
C12 -3.86 -3.88 -0.99  -0.107
C13 -2.16 -3.01 1.70  0.633
C14 -2.18 -2.04 2.71  -0.190
C15 -2.42 -2.43 4.03  -0.645
C16 -2.53 -3.81 4.37  -0.597
C17 -2.50 -4.72 3.33  -0.410
C18 -2.26 -4.36 2.03  -0.585
C19 -2.01 -0.20 -2.42  -1.147
P2 -0.71 1.09 -1.88  0.609
C20 0.41 0.96 -3.36  0.365
C21 1.71 1.43 -3.25  -0.355
C22 2.57 1.43 -4.33  -0.719
C23 2.12 0.97 -5.55  -0.303
C24 0.79 0.64 -5.72  -0.855
C25 -0.06 0.63 -4.61  0.014
C26 -1.51 2.69 -1.99  0.224
C27 -1.95 3.35 -0.84  -0.201
C28 -2.46 4.62 -0.87  -0.521
C29 -2.64 5.27 -2.09  -0.485
C30 -2.21 4.63 -3.24  -0.535
C31 -1.70 3.31 -3.21  -0.319
H11 -3.56 0.64 -1.15  0.492
H12 -3.95 -0.94 -1.86  0.382
H13 -3.72 -1.09 0.48  0.770
H14 -2.25 -0.14 0.52  0.052
H15 -0.61 -4.65 -1.62  0.392
H16 -1.61 -5.92 -3.47  0.358
H17 -4.18 -6.00 -3.65  0.345
H18 -5.52 -4.84 -1.81  0.390
H19 -4.41 -3.36 -0.19  0.378
H20 -2.19 -0.94 2.49  0.032
H21 -2.37 -1.65 4.78  0.469
H22 -2.49 -4.12 5.45  0.288
H23 -2.55 -5.81 3.56  0.274
H24 -2.11 -5.11 1.29  0.480
H25 -2.39 0.04 -3.39  0.614
H26 -1.51 -1.16 -2.56  0.579
H27 2.09 1.83 -2.26  0.332
H28 3.60 1.73 -4.17  0.401
H29 2.85 0.83 -6.36  0.332
H30 0.43 0.31 -6.71  0.363
H31 -1.05 0.21 -4.76  0.118
H32 -1.94 2.81 0.09  0.387
H33 -2.56 5.14 0.09  0.356
H34 -3.05 6.30 -2.14  0.315
H35 -2.18 5.20 -4.18  0.337
H36 -1.46 2.81 -4.15  0.283
C32 1.47 4.92 2.37  -0.835
Si1 2.57 4.36 0.99  0.318
C33 2.49 5.81 -0.26  -1.211
C34 4.31 4.16 1.72  -0.920
H37 1.84 5.86 2.87  0.331
H38 1.28 4.17 3.18  0.208
H39 0.44 5.16 1.98  0.113
H40 3.28 5.69 -1.04  0.274
H41 2.78 6.68 0.35  0.345
H42 1.45 5.91 -0.64  0.205
H43 5.04 4.71 1.07  0.321
H44 4.58 3.09 1.70  0.090
H45 4.34 4.50 2.76  0.300


Here is a molecular structure, C34H45GeIrO4S from OMol25. Energies are from wB97M-V/def2-TZVPD.

Output
Energy relative to the best compared isomer or geometry (same formula, charge and spin)   98.2 kcal per mole
HOMO-LUMO gap (spin up / spin down)   7.62 / 5.51 eV
Multiplicity   5
LUMO level (spin up / spin down)   -0.00277 / -0.07871 Eh

Last column: Mulliken charge in e.
Atoms and positions in Å:
Ir1 -0.66 -0.26 -0.78  3.408
C1 -1.33 -2.57 2.66  -1.467
C2 -0.41 -2.64 1.45  1.865
C3 -1.10 -3.36 0.30  -1.715
C4 0.85 -3.42 1.84  -2.103
O1 -0.04 -1.28 1.02  -0.503
Ge1 1.84 -0.50 1.23  -0.689
O2 1.49 1.25 1.34  0.274
C5 0.86 2.34 1.99  1.964
C6 1.50 3.62 1.48  -1.959
C7 -0.62 2.33 1.64  -0.981
C8 1.02 2.22 3.50  -1.899
O3 1.66 -0.47 -0.66  -0.418
C9 2.66 -0.14 -1.65  1.545
C10 2.90 -1.36 -2.52  -1.024
C11 3.95 0.27 -0.96  -2.025
C12 2.16 1.02 -2.51  -1.454
H1 -1.67 -3.57 2.94  0.436
H2 -2.20 -1.95 2.44  0.164
H3 -0.80 -2.13 3.51  0.344
H4 -1.49 -4.33 0.63  0.535
H5 -0.40 -3.52 -0.52  0.317
H6 -1.94 -2.76 -0.08  0.179
H7 0.57 -4.45 2.11  0.483
H8 1.35 -2.96 2.68  0.462
H9 1.55 -3.46 0.99  0.345
H10 1.41 3.66 0.39  0.313
H11 2.56 3.64 1.74  0.466
H12 1.00 4.50 1.91  0.383
H13 -0.75 2.43 0.56  0.115
H14 -1.16 3.13 2.14  0.630
H15 -1.03 1.36 1.96  0.017
H16 2.07 2.32 3.79  0.435
H17 0.66 1.24 3.83  0.334
H18 0.44 2.99 4.02  0.400
H19 3.35 -2.16 -1.93  0.406
H20 3.57 -1.12 -3.35  0.457
H21 1.95 -1.72 -2.92  -0.365
H22 4.33 -0.54 -0.32  0.450
H23 3.78 1.16 -0.32  0.317
H24 4.72 0.52 -1.70  0.458
H25 1.24 0.74 -3.02  0.241
H26 2.91 1.30 -3.26  0.514
H27 1.96 1.89 -1.87  0.133
C13 -0.62 -1.30 -2.41  -1.655
C14 -0.57 -1.88 -3.47  0.158
C15 -0.52 -2.56 -4.75  0.655
C16 0.69 -3.02 -5.28  -0.308
C17 0.73 -3.55 -6.56  -0.713
C18 -0.42 -3.63 -7.33  -0.383
C19 -1.63 -3.21 -6.80  -0.638
C20 -1.69 -2.68 -5.52  -0.373
H28 1.59 -2.96 -4.68  0.464
H29 1.68 -3.89 -6.97  0.387
H30 -0.37 -4.02 -8.34  0.386
H31 -2.54 -3.28 -7.39  0.382
H32 -2.62 -2.34 -5.09  0.492
C21 -1.22 1.14 -1.93  -1.280
C22 -2.24 1.31 -2.80  1.113
C23 -3.43 0.35 -2.61  1.307
C24 -4.23 0.18 -3.86  -0.942
C25 -4.21 1.12 -4.82  -0.491
C26 -3.29 2.24 -4.77  -0.474
C27 -2.34 2.32 -3.82  -1.046
H33 -4.09 1.10 -2.06  -0.117
H34 -4.87 -0.70 -3.93  0.465
H35 -4.85 1.01 -5.70  0.423
H36 -3.32 2.98 -5.56  0.407
H37 -1.57 3.08 -3.87  0.520
C28 -4.83 -0.40 0.50  -1.186
S1 -3.26 0.23 1.14  0.842
O4 -3.27 -0.69 -1.82  -0.354
C29 -3.73 1.93 1.42  -0.454
C30 -4.03 2.35 2.72  -0.503
C31 -4.32 3.69 2.96  -0.593
C32 -4.32 4.60 1.91  -0.433
C33 -4.04 4.18 0.62  -0.917
C34 -3.74 2.85 0.37  0.234
H38 -5.21 0.25 -0.29  0.370
H39 -5.55 -0.48 1.31  0.431
H40 -4.62 -1.39 0.08  0.338
H41 -3.99 1.64 3.53  0.414
H42 -4.52 4.02 3.97  0.379
H43 -4.52 5.65 2.11  0.390
H44 -4.03 4.89 -0.20  0.419
H45 -3.47 2.51 -0.63  0.101


Here is a molecular structure, C34H45N5OPdSi from OMol25. Energies are from wB97M-V/def2-TZVPD.

Output
Energy relative to the best compared isomer or geometry (same formula, charge and spin)   0.0 kcal per mole
Total charge   +2
HOMO-LUMO gap (spin up / spin down)   8.01 / 5.00 eV
Multiplicity   5
LUMO level (spin up / spin down)   -0.21277 / -0.32334 Eh

Last column: Mulliken charge in e.
Atoms and positions in Å:
Pd1 -0.44 -0.44 -0.52  0.835
C1 2.56 -0.13 4.13  -1.660
C2 3.09 -0.21 2.70  1.221
C3 4.58 0.15 2.65  -1.649
C4 2.83 -1.59 2.10  0.792
C5 3.30 -2.69 2.80  -0.559
C6 3.07 -3.98 2.36  -1.713
C7 2.33 -4.20 1.21  -0.771
C8 1.83 -3.14 0.47  0.799
C9 0.99 -3.40 -0.77  1.875
C10 1.40 -4.66 -1.53  -1.890
C11 -0.49 -3.49 -0.37  -0.768
C12 2.11 -1.83 0.92  -0.671
N1 1.62 -0.74 0.15  1.571
C13 2.42 0.24 -0.18  -1.284
C14 1.85 1.41 -0.75  0.717
C15 2.46 2.64 -1.12  -1.861
C16 1.44 3.47 -1.48  -0.659
C17 0.20 2.71 -1.31  -0.699
N2 0.48 1.49 -0.90  1.469
C18 -1.20 3.20 -1.55  2.286
C19 -1.23 4.73 -1.64  -2.060
C20 -1.66 2.59 -2.89  -1.352
C21 -2.13 2.72 -0.43  -1.515
H1 2.66 0.89 4.51  0.432
H2 3.12 -0.78 4.80  0.422
H3 1.51 -0.41 4.18  0.367
H4 2.55 0.54 2.12  -0.313
H5 5.16 -0.56 3.25  0.367
H6 4.74 1.14 3.07  0.438
H7 4.98 0.12 1.64  0.350
H8 3.87 -2.54 3.71  0.429
H9 3.46 -4.82 2.91  0.400
H10 2.15 -5.21 0.88  0.345
H11 1.12 -2.55 -1.45  -0.536
H12 1.17 -5.56 -0.96  0.489
H13 2.47 -4.66 -1.76  0.427
H14 0.85 -4.73 -2.46  0.353
H15 -0.65 -4.34 0.29  0.503
H16 -1.14 -3.59 -1.24  0.186
H17 -0.82 -2.61 0.21  -0.126
H18 3.48 0.18 0.02  0.527
H19 3.51 2.86 -1.10  0.606
H20 1.50 4.49 -1.80  0.581
H21 -0.64 5.10 -2.48  0.445
H22 -0.86 5.19 -0.72  0.468
H23 -2.26 5.06 -1.79  0.425
H24 -1.01 2.91 -3.71  0.522
H25 -2.67 2.93 -3.11  0.426
H26 -1.66 1.50 -2.82  -0.030
H27 -1.79 3.08 0.54  0.399
H28 -2.20 1.63 -0.40  0.084
H29 -3.13 3.11 -0.61  0.559
C22 -1.62 -3.32 -4.28  -1.075
Si1 -0.70 -1.75 -3.87  0.354
C23 1.10 -1.69 -4.35  -1.045
C24 -1.66 -0.32 -4.95  -0.825
O1 -1.09 -1.10 -2.46  -0.649
H30 -1.46 -3.59 -5.33  0.422
H31 -2.69 -3.23 -4.10  0.342
H32 -1.24 -4.15 -3.67  0.337
H33 1.22 -1.79 -5.43  0.489
H34 1.65 -2.51 -3.88  0.316
H35 1.56 -0.75 -4.04  0.300
H36 -1.62 -0.83 -5.91  0.403
H37 -1.03 0.56 -4.89  0.230
H38 -2.66 -0.19 -4.56  0.315
N3 -7.21 -1.61 7.73  -0.418
C25 -6.37 -1.35 6.98  -0.049
C26 -5.33 -1.02 6.05  0.473
C27 -5.01 -1.91 5.03  -1.023
C28 -4.00 -1.60 4.14  -0.445
C29 -3.33 -0.39 4.25  1.465
C30 -3.65 0.50 5.26  -0.357
C31 -4.65 0.18 6.17  -1.028
N4 -2.30 -0.06 3.31  0.353
C32 -1.30 0.88 3.49  -0.790
C33 -0.56 0.86 2.35  -1.373
N5 -1.08 -0.07 1.49  1.122
C34 -2.13 -0.60 2.09  -0.961
H39 -5.53 -2.86 4.95  0.452
H40 -3.74 -2.32 3.38  0.334
H41 -3.15 1.46 5.36  0.340
H42 -4.91 0.87 6.96  0.459
H43 -1.19 1.45 4.39  0.505
H44 0.31 1.45 2.10  0.616
H45 -2.77 -1.35 1.67  0.414